(1)
C3H11NOP as an isolated structure at a distorted geometry. Source: OMol25; level of theory: ωB97M-V/def2-TZVPD.

Atoms and positions in Å:
C1 -0.11673 -1.63935 -0.55605
C2 -0.51766 -0.45092 1.57561
C3 -0.83340 0.63371 -0.60595
N1 -0.94067 -0.65117 0.13282
O1 1.02867 0.84767 -0.63330
P1 1.53835 2.45600 -0.54339
H1 -0.13439 -2.53775 -0.01043
H2 -0.17951 -1.75463 -1.57081
H3 0.91909 -1.27885 -0.52112
H4 0.54281 -0.42484 1.70416
H5 -1.24170 0.20992 2.06355
H6 -0.74119 -1.32041 2.15607
H7 -0.97030 0.71785 -1.64715
H8 -1.33300 1.38366 -0.03610
H9 -1.84160 -0.81757 -0.04893
H10 2.43282 2.13561 0.38407
H11 2.38840 2.49107 -1.84305

Forces on atoms 1 to 3 (eV/Å):
C 2.89 0.06 2.01
C -2.07 -1.05 0.39
C 5.21 1.07 1.30

Properties
Relative energy (zero: lowest compared OMol25 entry of this formula, charge and spin) in kJ/mol: 514.8
Orbital gap in eV: 8.60
Charge: +1
E_LUMO in eV: -4.155
HOMO level in eV: -12.8

(2)
An isolated ion of composition C3H11NOP and charge +1 at a distorted geometry. Source: OMol25; level of theory: ωB97M-V/def2-TZVPD.

Atoms and positions in Å:
C1 -1.81915 1.02961 0.16071
N1 -0.35054 1.03377 -0.30150
C2 0.58742 -0.21324 0.16179
C3 -0.07209 -1.47128 -0.34682
O1 0.69095 -0.16666 1.49508
P1 2.44652 0.34835 -0.09204
H1 -2.23447 1.90886 -0.24552
H2 -2.23624 0.16040 -0.13027
H3 -1.87002 1.11079 1.30508
H4 0.15797 1.95920 0.06954
H5 -0.38820 1.15802 -1.34945
H6 0.76693 -2.16332 -0.52861
H7 -0.76718 -1.27111 -1.13379
H8 -0.65163 -1.84945 0.43103
H9 0.17136 -0.80334 1.96823
H10 2.56004 0.09018 -1.60324
H11 3.00831 -0.86077 0.13979

Forces on atoms 1 to 3 (eV/Å):
C 3.09 2.14 3.27
N 0.85 2.32 0.37
C 0.57 1.08 -1.23

Properties
Relative energy (zero: lowest compared OMol25 entry of this formula, charge and spin) in kJ/mol: 305.5
Orbital gap in eV: 10.74
Charge: +1
E_LUMO in eV: -3.370
HOMO level in eV: -14.1
SMILES: C[NH2+][C@](C)(O)P

(3)
A 2-piece molecular cluster, C3H11NOS overall at a distorted geometry. Source: OMol25; level of theory: ωB97M-V/def2-TZVPD.

Atoms and positions in Å:
C1 2.23864 -1.09544 -0.39664
N1 1.52059 0.14646 -0.08922
C2 0.09220 0.23250 -0.14356
C3 -0.33500 1.33314 -1.12171
S1 0.41571 1.04794 -2.81800
H1 1.69019 -1.59724 -1.21727
H2 1.97723 -1.82121 0.38883
H3 3.19976 -0.82312 -0.79570
H4 2.00316 0.66842 0.62983
H5 -0.30117 -0.75543 -0.41140
H6 -0.37923 0.51699 0.82001
H7 -1.38064 1.22992 -1.42756
H8 -0.11335 2.32601 -0.76144
H9 1.52984 1.76093 -2.63744
O1 -3.73042 -0.92292 3.21476
H10 -4.44298 -0.40493 3.57521
H11 -3.98452 -1.84202 3.19128

Forces on atoms 1 to 3 (eV/Å):
C -3.32 -0.01 -0.52
N 1.30 0.33 0.02
C -0.17 0.50 0.41

Properties
Relative energy (zero: lowest compared OMol25 entry of this formula, charge and spin) in kJ/mol: 124.7
Orbital gap in eV: 9.17
Charge: 0
E_LUMO in eV: 0.891
HOMO level in eV: -8.3
SMILES: CNCCS.O

(4)
A 2-piece molecular cluster, C3H11NOS overall at a distorted geometry. Source: OMol25; level of theory: ωB97M-V/def2-TZVPD.

Atoms and positions in Å:
C1 -2.93055 -0.74366 3.95207
S1 -2.87922 -0.60491 2.14954
C2 -1.45144 -1.63349 1.70001
H1 -3.38762 -1.70124 4.23336
H2 -3.54772 0.08271 4.29022
H3 -1.96547 -0.72231 4.44572
H4 -0.68712 -0.98045 1.28591
H5 -1.04181 -2.18789 2.54522
H6 -1.76607 -2.37341 0.96659
N1 3.42921 1.23133 -2.67471
C3 2.05661 1.50602 -2.89445
O1 1.53140 1.05164 -4.18137
H7 3.59959 0.23929 -2.57467
H8 4.04725 1.63199 -3.36970
H9 1.44440 0.92419 -2.22184
H10 1.83801 2.56225 -2.79107
H11 1.71057 1.71794 -4.86082

Forces on atoms 1 to 3 (eV/Å):
C -0.29 -0.78 -0.07
S 0.19 0.04 0.15
C -0.10 -0.06 0.01

Properties
Relative energy (zero: lowest compared OMol25 entry of this formula, charge and spin) in kJ/mol: 77.2
Orbital gap in eV: 9.26
Charge: 0
E_LUMO in eV: 0.851
HOMO level in eV: -8.4
SMILES: CSC.NCO

(5)
A 2-piece molecular cluster, C3H11NOS overall at a distorted geometry. Source: OMol25; level of theory: ωB97M-V/def2-TZVPD.

Atoms and positions in Å:
C1 -0.15683 -2.20485 -0.22736
C2 0.17062 -0.78912 -0.15926
N1 -0.80712 0.00427 -0.96408
C3 0.25164 -0.26712 1.32714
S1 0.80585 1.41354 1.56027
H1 0.40770 -2.86641 0.41674
H2 0.04088 -2.46591 -1.17721
H3 -1.22866 -2.08516 -0.00393
H4 1.20875 -0.56217 -0.35629
H5 -1.59291 -0.51193 -1.29988
H6 -0.37906 0.57222 -1.69836
H7 -0.74959 -0.43857 1.90127
H8 1.02449 -0.81795 1.91586
H9 -0.27273 1.81315 2.26158
O1 0.19795 3.35603 -1.39837
H10 1.15914 3.24655 -1.27526
H11 -0.08010 2.60343 -0.82285

Forces on atoms 1 to 3 (eV/Å):
C -1.29 0.52 2.60
C 0.65 3.37 1.73
N 1.84 0.56 0.63

Properties
Relative energy (zero: lowest compared OMol25 entry of this formula, charge and spin) in kJ/mol: 109.0
Orbital gap in eV: 9.97
Charge: 0
E_LUMO in eV: 0.828
HOMO level in eV: -9.1
SMILES: C[C@@H](N)CS.O

(6)
A 2-piece molecular cluster, C3H11NOS overall at a distorted geometry. Source: OMol25; level of theory: ωB97M-V/def2-TZVPD.

Atoms and positions in Å:
C1 -0.68946 0.39537 -2.01088
N1 -0.82372 0.11819 -0.51766
C2 0.04450 1.00464 0.34729
C3 0.51710 0.05848 1.45813
S1 -0.78105 -0.27213 2.66444
H1 -0.78137 -0.58221 -2.48448
H2 0.28425 0.90253 -2.17918
H3 -1.52555 0.94911 -2.39872
H4 -1.75221 0.45094 -0.26969
H5 0.87048 1.34979 -0.27635
H6 -0.56739 1.82760 0.68759
H7 0.86179 -0.89796 1.01471
H8 1.42028 0.41479 1.95080
H9 -1.76211 0.30071 2.01954
O1 1.92612 -2.11151 -0.13126
H10 1.21386 -1.67354 -0.61479
H11 1.54449 -2.23480 0.74053

Forces on atoms 1 to 3 (eV/Å):
C 0.34 -0.76 1.56
N -0.07 1.60 -0.88
C -0.23 -2.12 -0.86

Properties
Relative energy (zero: lowest compared OMol25 entry of this formula, charge and spin) in kJ/mol: 143.0
Orbital gap in eV: 9.81
Charge: 0
E_LUMO in eV: 0.793
HOMO level in eV: -9.0
SMILES: CNCCS.O

(7)
A 2-piece molecular cluster, C3H11NOS overall at a distorted geometry. Source: OMol25; level of theory: ωB97M-V/def2-TZVPD.

Atoms and positions in Å:
C1 -0.60504 1.90449 -0.94463
N1 0.18233 0.75149 -0.46993
C2 -0.59671 -0.48632 -0.33963
C3 0.33783 -1.62814 0.00208
S1 -0.47687 -3.29003 0.12600
H1 -0.68382 1.93312 -2.03901
H2 -0.15118 2.80030 -0.51986
H3 -1.64353 1.77360 -0.59260
H4 0.91342 0.65403 -1.16515
H5 -1.45749 -0.42229 0.33345
H6 -1.05719 -0.62080 -1.33473
H7 1.12736 -1.72977 -0.74491
H8 0.75073 -1.45669 0.98858
H9 -0.80293 -3.15381 1.42563
O1 1.22315 1.24140 2.00015
H10 2.06827 0.82809 2.13392
H11 0.87166 0.90134 1.14064

Forces on atoms 1 to 3 (eV/Å):
C -0.61 -0.62 0.50
N -0.30 0.40 0.24
C -0.12 0.02 -1.99

Properties
Relative energy (zero: lowest compared OMol25 entry of this formula, charge and spin) in kJ/mol: 63.3
Orbital gap in eV: 10.18
Charge: 0
E_LUMO in eV: 0.822
HOMO level in eV: -9.4
SMILES: CNCCS.O

(8)
A 2-piece molecular cluster, C3H11NOS overall at a distorted geometry. Source: OMol25; level of theory: ωB97M-V/def2-TZVPD.

Atoms and positions in Å:
C1 -1.53588 -0.59035 -0.24899
C2 -0.25809 -0.14378 0.52784
C3 1.02196 -0.81762 0.03351
S1 2.26454 -0.59904 1.27667
N1 -2.73513 0.18773 0.08739
H1 -1.76806 -1.63147 -0.06431
H2 -1.26903 -0.45336 -1.28838
H3 -0.14785 0.96516 0.39368
H4 -0.40995 -0.28153 1.60926
H5 1.40487 -0.49434 -0.92376
H6 0.84419 -1.89435 -0.05417
H7 3.30453 -0.10296 0.57351
H8 -2.85296 0.16306 1.09764
H9 -2.50403 1.15991 -0.12875
H10 -1.37303 1.29582 -2.56714
H11 -0.02385 1.93420 -2.32151
O1 -0.95884 2.14874 -2.35911

Forces on atoms 1 to 3 (eV/Å):
C -0.49 0.09 0.10
C -0.52 1.93 0.73
C 0.25 -0.88 -0.27

Properties
Expectation value of S²: 0.76
Relative energy (zero: lowest compared OMol25 entry of this formula, charge and spin) in kJ/mol: 78.5
Orbital gap (alpha / beta) in eV: 10.84 / 4.20
Charge: +1
E_LUMO (alpha / beta) in eV: -3.693 / -9.206
Spin multiplicity: 2
HOMO level (alpha / beta) in eV: -14.5 / -13.4

(9)
A 3-piece molecular cluster, C3H11NOS2 overall at a distorted geometry. Source: OMol25; level of theory: ωB97M-V/def2-TZVPD.

Atoms and positions in Å:
N1 0.44990 1.08793 2.23819
C1 -0.51708 0.55340 1.25706
C2 -0.73689 1.67567 0.25976
C3 -0.01901 -0.75390 0.57490
S1 0.29192 -2.00856 1.74432
S2 0.72074 0.23822 -2.23781
H1 1.27137 1.40377 1.74644
H2 0.69566 0.38318 2.92246
H3 -1.37101 0.15916 1.80542
H4 -1.04208 2.65896 0.60518
H5 -1.53150 1.41211 -0.45149
H6 0.14802 1.73046 -0.36029
H7 1.02168 -0.76477 0.12511
H8 -0.76681 -1.04294 -0.17146
H9 1.61652 0.89046 -2.98235
H10 0.11337 -1.78741 -2.17324
H11 0.05775 -3.21904 -2.73666
O1 -0.40255 -2.61669 -2.16553

Forces on atoms 1 to 3 (eV/Å):
N -0.93 -0.53 -0.08
C 1.98 1.08 0.78
C -1.28 -0.68 -1.04

Properties
Relative energy (zero: lowest compared OMol25 entry of this formula, charge and spin) in kJ/mol: 485.4
Orbital gap in eV: 4.11
Charge: 0
E_LUMO in eV: -4.536
HOMO level in eV: -8.6

(10)
A 2-piece molecular cluster, C3H11NOS2 overall at a distorted geometry. Source: OMol25; level of theory: ωB97M-V/def2-TZVPD.

Atoms and positions in Å:
C1 -2.15362 2.31013 0.90812
S1 -1.67466 0.80659 0.11441
S2 -0.24253 0.29537 1.51223
C2 1.36965 0.22967 0.64145
C3 1.31548 0.68350 -0.83174
N1 0.85873 -0.34764 -1.76289
H1 -1.34008 3.03444 0.72653
H2 -3.10297 2.74774 0.59039
H3 -2.19836 2.25583 1.99375
H4 1.84457 -0.75548 0.57203
H5 1.94628 0.96237 1.21010
H6 2.34231 0.94853 -1.10785
H7 0.72820 1.59510 -0.92671
H8 0.01820 -0.07725 -2.26034
H9 0.49714 -1.16054 -1.27476
O1 0.33479 -4.72023 0.07150
H10 0.04830 -4.04750 -0.58138
H11 -0.59142 -4.76063 0.40517

Forces on atoms 1 to 3 (eV/Å):
C 0.65 2.00 0.51
S -0.17 -0.90 0.13
S -0.02 -0.89 -0.14

Properties
Relative energy (zero: lowest compared OMol25 entry of this formula, charge and spin) in kJ/mol: 80.2
Orbital gap in eV: 8.88
Charge: 0
E_LUMO in eV: 0.436
HOMO level in eV: -8.4
SMILES: CSSCCN.O